The following is a DFT calculation (wB97M-V/def2-TZVPD) of C49H108F12N11O24S12 as an isolated structure at a distorted geometry.

The geometry in XYZ format:
```
216
Properties=species:S:1:pos:R:3:mulliken_charge:R:1
S 2.31 5.55 -7.31 0.99
S 4.02 -2.60 -4.10 1.06
S 1.78 -3.17 4.80 1.14
S -3.27 1.49 -2.67 1.14
S 1.62 -3.88 -4.71 1.06
S 3.55 5.91 5.01 1.12
S -4.23 2.85 -0.42 0.76
S 2.64 5.93 -4.66 1.31
S -4.27 -3.62 0.40 0.83
S -2.55 -3.32 2.53 0.94
S 2.11 4.11 6.56 1.10
S 3.69 -5.22 4.81 1.09
F -3.42 1.91 0.54 -0.08
F 0.11 -3.30 -4.33 -0.22
F 3.82 5.56 -3.59 -0.38
F 2.20 6.55 4.74 -0.23
F 4.67 -2.09 -5.56 -0.39
F -2.70 2.84 -3.22 -0.14
F 3.41 5.24 -8.36 -0.28
F 1.22 -3.82 3.55 -0.05
F -5.80 -3.51 0.87 -0.30
F 1.06 5.17 6.90 -0.28
F -1.41 -2.36 2.36 -0.11
F 5.05 -4.28 5.13 -0.33
O 4.40 6.99 5.35 -0.65
O 3.60 -5.49 3.42 -0.58
O 1.53 5.11 -4.26 -0.37
O -3.28 3.96 -0.48 -0.51
O 4.61 -1.63 -3.26 -0.57
O -2.28 0.83 -2.00 -0.30
O 1.74 -4.90 -3.81 -0.53
O 2.52 7.35 -4.54 -0.67
O 4.58 -3.90 -4.01 -0.67
O 1.38 4.49 -7.40 -0.51
O 2.17 3.21 7.71 -0.66
O 1.82 6.80 -7.76 -0.60
O -4.33 -3.16 -0.98 -0.62
O 1.65 -4.09 -6.07 -0.61
O 4.00 -6.38 5.53 -0.63
O 2.48 -1.99 4.42 -0.55
O 1.36 3.50 5.46 -0.24
O 3.86 5.16 3.85 -0.52
O -5.47 3.10 0.32 -0.65
O -3.81 0.86 -3.82 -0.66
O -3.81 -5.06 0.62 -0.56
O 0.61 -2.80 5.54 -0.77
O -1.95 -4.51 2.14 -0.44
O -3.09 -3.10 3.82 -0.75
N 0.98 0.02 -7.02 0.94
N 2.49 -2.60 -4.26 -0.02
N -2.47 -8.43 -0.14 0.36
N -3.56 -2.63 1.48 -0.34
N -4.40 2.07 -1.72 -0.67
N 2.64 -4.33 5.43 -0.59
N 3.26 5.08 6.35 -0.63
N 1.53 -0.94 0.15 1.04
N -0.47 5.89 -1.08 0.93
N 3.14 5.39 -6.00 -0.50
N -1.21 0.95 5.78 1.28
C -1.78 -9.45 -1.03 -0.94
C 2.38 0.89 -1.38 0.48
C -0.20 8.01 -3.21 -0.50
C 3.67 0.56 3.02 -0.84
C -0.35 1.30 -4.67 -0.27
C 0.06 0.67 6.56 -0.11
C 1.19 -0.42 8.40 -1.55
C -1.49 7.26 -3.05 -0.84
C 3.32 2.02 2.91 -0.10
C -2.54 -7.58 2.29 0.83
C -2.09 1.94 6.57 -1.53
C -1.05 -6.40 -0.94 0.35
C -0.42 -2.12 -0.75 0.14
C -0.91 1.37 4.34 0.48
C 0.56 8.08 -1.89 -0.63
C -3.92 -8.21 2.46 -1.03
C 0.05 4.49 -0.86 -0.43
C -1.28 5.89 -2.33 0.03
C 1.18 -1.92 -10.51 -1.43
C 0.50 -3.20 -0.19 -0.05
C -1.64 3.35 6.55 1.02
C 0.71 1.53 -6.99 -1.51
C 0.99 -0.44 -8.49 -0.97
C 0.02 -0.82 -0.01 0.94
C -3.89 -8.93 0.00 -0.58
C -0.23 -0.23 -4.83 1.41
C 3.07 1.15 -2.80 -1.67
C 2.30 -0.62 -1.15 -0.91
C 3.40 -0.19 1.67 -0.72
C -2.45 -7.13 -0.85 -0.92
C 0.77 6.64 -1.45 -1.11
C -2.97 0.05 4.45 -1.38
C 0.00 3.60 1.50 -0.84
C -1.15 -5.34 -2.04 -0.13
C -0.01 -0.51 7.56 0.21
C 1.43 -1.82 -8.98 -0.25
C -0.15 -0.71 -6.28 -1.53
C -2.37 3.97 8.95 -1.17
C -4.71 -8.25 1.13 -0.42
C -2.02 -0.29 5.52 -0.42
C -2.16 0.96 3.50 0.37
C 1.73 -2.48 0.41 -1.27
C -1.80 -8.41 1.28 -1.25
C 2.30 -0.31 -6.48 -0.49
C 0.88 4.08 0.39 0.06
C -1.21 6.51 0.06 -0.92
C -2.61 4.12 7.42 -1.06
C 0.63 2.01 -5.53 0.36
C 1.99 -0.07 1.29 1.09
H 1.81 -1.16 -1.96 0.16
H -3.82 0.64 4.79 0.45
H -0.53 6.70 0.90 0.27
H 4.04 0.23 0.81 0.11
H 1.46 6.55 -0.66 0.50
H 1.67 -1.09 -11.02 0.36
H -0.73 5.22 -3.05 -0.13
H -1.33 -1.12 5.30 0.18
H -1.08 -0.67 -4.31 0.80
H 2.68 -2.72 -0.04 0.59
H -3.86 -10.00 0.20 0.44
H 3.01 0.42 -6.79 0.26
H -0.08 8.64 -1.17 0.25
H -2.84 1.79 3.24 0.17
H -3.26 -0.84 3.89 0.44
H -0.76 2.87 1.25 0.38
H 0.48 7.55 -3.92 -0.06
H -0.19 -4.87 -2.17 -0.87
H -1.95 6.98 -4.05 0.39
H 4.07 2.63 3.38 0.54
H -4.89 -7.21 0.86 0.11
H -3.83 -9.27 2.79 0.36
H 1.28 0.53 8.96 0.36
H -1.70 -9.49 1.50 0.52
H -0.12 0.67 3.95 -0.73
H 1.54 3.28 0.10 -0.48
H -2.67 -7.34 -1.91 0.36
H 0.96 -2.64 -8.44 0.30
H 3.07 2.21 -2.90 0.62
H -0.66 -5.93 -0.04 0.01
H 0.11 -1.89 -10.75 0.36
H -0.78 -9.10 -1.21 0.37
H -1.72 3.69 5.53 0.25
H 2.29 -0.19 -5.43 -0.12
H 0.32 3.05 -5.65 0.54
H -2.61 -6.58 1.96 -0.62
H 1.34 1.24 -1.33 -0.18
H -3.63 3.89 7.19 0.45
H 0.02 -3.76 0.57 -0.58
H -0.88 -0.25 8.09 0.42
H -2.30 -9.50 -2.04 0.35
H -0.64 4.34 1.91 1.04
H 2.26 2.17 3.33 -0.28
H 0.28 1.57 7.11 -0.11
H -0.28 1.64 -3.65 -0.20
H 1.22 -1.11 9.22 0.47
H 4.72 0.47 3.21 0.56
H -0.27 1.76 -7.32 0.36
H 1.44 1.96 -7.67 0.48
H -3.18 -6.40 -0.52 0.31
H -4.51 -7.71 3.22 0.46
H -5.62 -8.81 1.29 0.49
H 0.54 4.25 -1.85 0.07
H 1.66 0.25 -8.96 0.56
H -0.01 -1.43 6.94 0.04
H -0.36 -0.91 1.00 -0.95
H -2.90 3.07 9.26 0.34
H -3.07 1.82 6.15 0.66
H -2.15 1.50 7.56 0.23
H -1.78 -10.37 -0.42 0.46
H -0.87 3.91 -0.83 0.11
H 1.68 0.96 1.01 -0.89
H 1.23 6.06 -2.22 0.50
H -0.46 2.42 4.28 -0.01
H 2.94 1.41 -0.58 0.05
H -0.43 8.96 -3.56 0.59
H -1.99 5.83 0.33 0.11
H 3.18 0.06 3.85 0.13
H -2.46 5.16 7.14 0.51
H 3.74 -1.25 1.80 0.49
H 1.50 8.62 -2.17 0.43
H -1.48 -2.36 -0.69 0.62
H 1.66 2.04 -5.11 -0.27
H 3.25 2.35 1.81 -0.15
H -1.29 3.88 9.23 0.24
H 0.91 0.61 5.87 0.11
H -0.28 -2.03 -1.87 -0.64
H -1.31 1.63 -5.00 0.47
H -0.64 3.47 6.93 -0.49
H 1.33 -0.32 2.13 0.12
H -2.21 5.37 -2.07 0.43
H 3.35 -1.01 -1.02 0.51
H -1.40 -5.78 -3.03 0.64
H -0.01 -0.25 -8.82 0.44
H 0.66 -0.58 -4.31 -1.34
H 0.05 -1.78 -6.34 0.64
H -1.13 -0.47 -6.76 0.32
H -1.95 -4.65 -1.80 0.05
H 4.11 0.84 -2.90 0.38
H 1.62 4.86 0.70 0.32
H -2.23 7.81 -2.50 0.37
H -2.02 -7.60 3.22 0.56
H 1.67 -2.84 -10.84 0.40
H -0.25 -7.15 -1.19 0.26
H -0.81 -8.07 1.10 0.56
H 0.81 -3.89 -0.99 0.72
H 2.16 -0.54 7.90 0.29
H 1.97 -2.67 1.44 0.34
H 2.54 -1.94 -8.81 0.31
H 2.42 0.58 -3.53 -0.01
H 2.56 -1.33 -6.71 0.41
H -2.80 4.86 9.39 0.41
H 0.59 3.31 2.33 -0.42
H -4.36 -8.73 -1.00 0.34
H -1.90 0.50 2.56 -0.21
H -0.30 0.16 -0.43 0.37
H -2.60 -0.50 6.44 0.49
H -1.60 7.49 -0.26 0.55
```

Computed properties:
M = 1848.24 g/mol
2S+1 = 1
HOMO level = -8.2 eV
orbital gap = 9.1 eV
E = -10316.491695 Ha
total charge = -1